(1)
18
Properties=species:S:1:pos:R:3:nbo_charge:R:1 method="wB97M-V/def2-TZVPD" relative_energy_kcal_mol=68.9 orbital_gap_ev=6.93 lumo_ev=3.7 total_charge=-1 e_homo_ev=-3.3
C -0.9195 -1.3976 -0.4185 0.430
N -0.9916 -0.9635 0.7744 -0.670
C 1.2139 0.4365 1.0092 -0.648
C -0.3479 0.2481 1.2613 -0.063
C -1.1892 1.3008 0.4736 -0.073
O -1.0217 2.5524 1.1292 -0.760
O -0.3883 -0.7976 -1.4222 -0.880
H -1.3369 -2.3499 -0.6616 0.082
H -1.3790 3.2514 0.5753 0.444
H 1.6090 1.1623 1.7504 0.191
H 1.2105 0.8605 0.0071 0.213
H 1.6322 -0.6430 1.0136 0.217
H -0.4439 0.1467 2.2865 0.172
H -2.2449 1.2083 0.4306 0.158
H -0.6984 1.2901 -0.4930 0.193
H 2.4672 -1.8634 -2.3714 0.454
H 1.0527 -1.9357 -2.8324 0.498
O 1.7758 -2.5062 -2.5122 -0.958


(2)
23
Properties=species:S:1:pos:R:3:nbo_charge:R:1 method="wB97M-V/def2-TZVPD" relative_energy_kcal_mol=11.3 orbital_gap_ev=9.74 lumo_ev=-3.9 total_charge=+1 e_homo_ev=-13.6
C -0.5815 1.2132 -0.1128 -0.709
C -1.7096 0.4857 0.0011 0.137
C -1.8687 -1.0067 0.1050 -0.088
C -2.2909 -1.6230 1.2506 -0.323
C -1.5059 -1.7028 -1.1678 -0.650
C 2.1668 2.2057 0.7103 -0.956
C 2.0623 -0.1974 -1.1459 -0.921
O 1.1552 -0.0503 1.5171 -0.975
P 1.1093 0.7608 0.1963 1.831
Cl -3.2761 1.3220 -0.1830 0.066
H -0.5726 2.2186 -0.4837 0.277
H -2.2580 -2.6617 1.2558 0.211
H -2.6571 -1.2201 2.1349 0.224
H 0.4577 -0.7172 1.7285 0.548
H -0.7515 -2.4495 -0.9286 0.235
H -0.9788 -1.1356 -1.9541 0.225
H -2.3695 -2.0432 -1.5705 0.250
H 1.7471 2.5830 1.6884 0.278
H 2.0540 3.0496 0.0322 0.266
H 3.1845 2.1387 0.8602 0.279
H 2.5303 -0.9603 -0.5069 0.268
H 2.8892 0.4250 -1.5722 0.277
H 1.4638 -0.6347 -1.8547 0.251


(3)
55
Properties=species:S:1:pos:R:3:nbo_charge:R:1 method="wB97M-V/def2-TZVPD" relative_energy_kcal_mol=15.9 orbital_gap_ev=9.11 lumo_ev=0.5 smiles="CCC(=O)N1CCCc2cc(S(=O)(=O)CCC(=O)Nc3ccccc3C)ccc21" total_charge=0 e_homo_ev=-8.6
C -2.6926 1.2333 -1.1084 -0.599
C -2.8465 -0.2516 -1.4427 -0.506
C -2.3736 -0.4790 -2.8639 0.703
O -3.1548 -0.6441 -3.7763 -0.603
N -1.0270 -0.3570 -3.1158 -0.494
C -0.6211 0.0550 -4.4502 -0.222
C -0.1862 1.5156 -4.3767 -0.404
C 1.0373 1.6352 -3.4690 -0.446
C 0.9931 0.6909 -2.2984 0.038
C 1.9953 0.7450 -1.3408 -0.194
C 2.0377 -0.1604 -0.2989 -0.329
S 3.3495 0.1124 0.9026 2.155
O 2.8354 1.0336 1.8975 -0.976
O 4.5136 0.5468 0.1804 -0.936
C 3.7719 -1.4642 1.7414 -0.628
C 3.1200 -1.5703 3.1100 -0.508
C 1.6189 -1.8275 2.9674 0.679
O 1.1856 -2.9588 2.8711 -0.621
N 0.8901 -0.6895 2.9261 -0.655
C -0.4836 -0.5338 2.6892 0.214
C -1.3192 -1.6194 2.4483 -0.261
C -2.6689 -1.4261 2.2164 -0.211
C -3.1990 -0.1496 2.2292 -0.232
C -2.3671 0.9311 2.4697 -0.196
C -1.0094 0.7670 2.6969 -0.060
C -0.1427 1.9606 2.9684 -0.650
C 1.1023 -1.1746 -0.2104 -0.203
C 0.0879 -1.2323 -1.1463 -0.243
C -0.0084 -0.2819 -2.1640 0.240
H -1.6420 1.5159 -1.0793 0.203
H -3.1248 1.4356 -0.1328 0.222
H -3.2032 1.8446 -1.8498 0.210
H -2.3113 -0.8449 -0.7067 0.231
H -3.9017 -0.5262 -1.4130 0.234
H -1.4788 -0.0774 -5.1106 0.254
H 0.2021 -0.5790 -4.7907 0.193
H 0.0438 1.8948 -5.3723 0.219
H -1.0148 2.1016 -3.9743 0.207
H 1.1436 2.6601 -3.1078 0.227
H 1.9415 1.4046 -4.0407 0.219
H 2.7724 1.4912 -1.4018 0.240
H 4.8569 -1.4361 1.8141 0.264
H 3.4763 -2.2710 1.0757 0.249
H 3.5510 -2.4183 3.6465 0.250
H 3.3095 -0.6541 3.6696 0.237
H 1.4227 0.1758 2.9145 0.448
H -0.9091 -2.6151 2.4546 0.253
H -3.3050 -2.2786 2.0317 0.216
H -4.2536 0.0061 2.0578 0.214
H -2.7817 1.9293 2.4887 0.209
H 0.7043 2.0098 2.2841 0.239
H -0.7208 2.8750 2.8612 0.224
H 0.2495 1.9261 3.9853 0.220
H 1.1561 -1.9319 0.5523 0.236
H -0.6213 -2.0439 -1.1092 0.229


(4)
67
Properties=species:S:1:pos:R:3:nbo_charge:R:1 method="wB97M-V/def2-TZVPD" relative_energy_kcal_mol=13.7 orbital_gap_ev=5.40 lumo_ev=4.0 total_charge=-2 e_homo_ev=-1.4
Tc -1.1402 0.1605 0.7497 0.173
C -4.5826 5.5388 -0.4249 -0.618
C -3.4670 4.5753 -0.7658 -0.066
O -2.9763 4.0147 0.4478 -0.837
P -2.3010 2.5321 0.4677 1.573
S -2.3654 1.7970 2.3033 -0.504
S -2.9646 1.2719 -0.8793 -0.529
O -0.7660 2.8628 0.0660 -0.859
C 0.0407 3.7408 0.8851 -0.088
C 0.1464 5.1070 0.2440 -0.628
H -4.9827 5.9907 -1.3354 0.195
H -4.2193 6.3333 0.2285 0.203
H -5.3877 5.0132 0.0888 0.212
H -2.6470 5.0908 -1.2769 0.167
H -3.8217 3.7768 -1.4221 0.199
H 1.0148 3.2615 0.9781 0.242
H -0.3866 3.7940 1.8881 0.194
H 0.5101 5.0164 -0.7812 0.204
H 0.8580 5.7146 0.8068 0.210
H -0.8187 5.6175 0.2340 0.195
Cl -3.4972 -2.7125 1.7661 -0.491
Si -1.6465 -1.6792 2.1016 1.047
Cl -0.2973 -3.3201 1.9719 -0.474
Cl -1.7923 -1.4857 4.2215 -0.476
C 0.6996 -1.0688 -2.4664 -0.598
C 1.1740 -0.3975 -1.1738 0.056
C 1.5272 1.0676 -1.4353 -0.628
C 2.3816 -1.1286 -0.5869 -0.605
N 0.0864 -0.4755 -0.2212 -0.396
H 1.4485 -0.9372 -3.2525 0.189
H -0.2452 -0.6318 -2.7935 0.225
H 0.5461 -2.1386 -2.3066 0.198
H 2.3200 1.1257 -2.1872 0.189
H 1.8916 1.5296 -0.5167 0.257
H 0.6496 1.6091 -1.7927 0.214
H 3.2305 -1.0621 -1.2737 0.189
H 2.1410 -2.1795 -0.4102 0.202
H 2.6666 -0.6608 0.3554 0.252
C -1.0999 -5.7149 -3.3538 -0.404
N -2.0151 -4.6081 -3.5113 -0.460
C -2.5664 -4.4218 -4.8328 -0.413
C -2.2476 -3.6461 -2.5422 0.692
C -1.5109 -3.8245 -1.2435 -0.729
O -3.0211 -2.7323 -2.7555 -0.618
H -1.4218 -6.5302 -4.0052 0.187
H -1.1023 -6.0883 -2.3332 0.217
H -0.0700 -5.4523 -3.6250 0.183
H -3.2357 -5.2464 -5.1008 0.173
H -1.7683 -4.3709 -5.5818 0.175
H -3.1260 -3.4912 -4.8425 0.250
H -0.5044 -4.2134 -1.3977 0.209
H -2.0491 -4.5193 -0.5943 0.244
H -1.4157 -2.8903 -0.6980 0.283
C 2.4463 -0.8816 3.5046 -1.133
Si 3.7492 0.4801 3.4551 1.411
C 3.8494 1.1562 5.2270 -1.121
C 5.4117 -0.3996 3.1734 -1.122
Se 3.3462 2.0444 1.9604 -0.989
H 2.7151 -1.6820 4.2032 0.207
H 2.3015 -1.3276 2.5188 0.236
H 1.4772 -0.4759 3.8058 0.245
H 4.1685 0.3848 5.9371 0.201
H 2.8685 1.5255 5.5356 0.227
H 4.5517 1.9920 5.2759 0.218
H 5.6857 -1.0288 4.0280 0.201
H 6.2046 0.3329 3.0056 0.220
H 5.3511 -1.0340 2.2849 0.221


(5)
100
Properties=species:S:1:pos:R:3:mulliken_charge:R:1 method="wB97M-V/def2-TZVPD" relative_energy_kcal_mol=88.6 orbital_gap_ev=8.01 lumo_ev=-0.9 smiles="CCCCNc1cc(C[C@@H](O)CN)c(C[C@@H](O)CN)c2c1C(=O)c1c(cc(CN)c(O)c1P(O)O)C2=O.CCOC(=O)C(F)(F)F.CCOC(=O)C(F)(F)F" total_charge=0 e_homo_ev=-8.9
C -2.0778 -3.3342 2.3075 -0.861
C -0.5960 -2.7399 2.1728 -0.230
C -0.3159 -1.5947 3.2044 -0.655
C 1.0110 -0.7929 2.8123 -0.601
N 0.6279 0.6538 2.6342 -0.068
C 1.4048 1.1672 1.5230 -0.879
C 2.7866 1.5772 1.7726 -0.529
C 3.6098 2.1496 0.6917 0.359
C 5.0586 2.5855 1.1238 -1.353
C 5.0631 3.6323 2.3191 0.258
O 6.3517 4.2919 2.2869 -0.573
C 3.9660 4.7508 2.2060 -0.572
N 3.8733 5.3922 3.5754 -0.657
C 3.0962 2.3309 -0.6782 0.618
C 3.9652 2.9537 -1.8176 -1.459
C 4.5865 4.3597 -1.4481 1.684
O 6.0072 4.2677 -1.6894 -0.651
C 3.9948 5.5700 -2.2696 -0.624
N 3.7626 6.6868 -1.2844 -0.628
C 1.7094 1.8942 -0.9265 0.605
C 0.8919 1.3411 0.1740 0.399
C -0.5716 0.9371 -0.1191 -0.307
O -1.0489 -0.0188 0.4430 -0.443
C -1.3335 1.8035 -1.1616 0.239
C -0.5204 2.3189 -2.2792 -0.053
C -1.1781 3.0959 -3.3111 -0.775
C -2.6080 3.3754 -3.2517 0.355
C -3.2896 4.1865 -4.4041 -0.994
N -3.9594 3.3071 -5.3952 -0.599
C -3.3730 2.8761 -2.1064 0.778
O -4.7420 3.2137 -2.1052 -0.557
C -2.7733 2.0702 -1.0182 0.108
P -3.7880 1.4189 0.4475 0.429
O -5.0443 2.5655 0.6210 -0.525
O -2.8952 1.5767 1.8591 -0.457
C 1.0122 1.9810 -2.2977 -0.196
O 1.5257 1.7803 -3.3737 -0.548
H -2.0306 -4.3936 2.6638 0.279
H -2.6479 -2.7150 3.0462 0.393
H -2.5974 -3.3024 1.3173 -0.018
H 0.1522 -3.5678 2.3450 0.321
H -0.4787 -2.4336 1.1054 0.149
H -0.1995 -2.0096 4.2489 0.402
H -1.1397 -0.8363 3.2687 0.331
H 1.7759 -0.9433 3.6205 0.359
H 1.3957 -1.1426 1.8221 0.426
H 0.8765 1.1893 3.4732 0.423
H 3.2155 1.4922 2.8017 0.339
H 5.5225 1.6447 1.5443 0.558
H 5.7047 2.8848 0.2661 0.397
H 4.9066 3.0674 3.2731 0.278
H 6.1521 5.2414 2.2633 0.398
H 2.9388 4.3788 1.9714 0.312
H 4.2097 5.5784 1.4931 0.346
H 3.6647 6.3891 3.4573 0.277
H 3.0107 5.0183 3.9888 0.259
H 3.2692 3.1433 -2.6832 0.410
H 4.7271 2.2315 -2.2243 0.335
H 4.3912 4.5582 -0.3633 -0.973
H 6.4905 4.9291 -1.1677 0.362
H 4.7514 5.9424 -3.0081 0.351
H 3.0134 5.3005 -2.7336 0.257
H 4.5222 6.6753 -0.5931 0.188
H 3.8870 7.5718 -1.7807 0.276
H -0.6143 3.4771 -4.1884 0.408
H -2.5069 4.7720 -4.9563 0.280
H -4.0596 4.8970 -3.9889 0.308
H -4.1101 2.3672 -5.0314 0.275
H -4.8702 3.6684 -5.6731 0.252
H -5.1814 2.3436 -2.0277 0.344
H -4.5849 3.4265 0.5186 0.341
H -2.4082 2.4250 1.8931 0.313
C -7.7795 -3.2621 -1.2635 -1.131
C -6.4516 -2.7785 -1.8107 -0.186
O -5.3551 -3.3956 -1.1167 -0.252
C -5.0472 -4.6404 -1.4939 0.196
O -5.6155 -5.2567 -2.3495 -0.532
C -3.8385 -5.1460 -0.7065 1.090
F -3.9462 -4.8973 0.6103 -0.253
F -2.6962 -4.5601 -1.1149 -0.256
F -3.6561 -6.4670 -0.8325 -0.274
H -7.8298 -3.0996 -0.1852 0.305
H -8.6062 -2.7331 -1.7396 0.378
H -7.9122 -4.3314 -1.4325 0.318
H -6.3561 -1.7050 -1.6476 0.273
H -6.3713 -2.9507 -2.8858 0.325
C -0.5246 -7.6364 0.0226 -0.987
C 0.7338 -8.4748 -0.0740 -0.403
O 1.7646 -7.9539 0.7833 -0.303
C 1.6638 -8.2685 2.0789 0.356
O 0.7908 -8.9364 2.5541 -0.507
C 2.8459 -7.6903 2.8584 0.874
F 3.0841 -6.4047 2.5409 -0.238
F 3.9812 -8.3695 2.6080 -0.254
F 2.6516 -7.7316 4.1821 -0.243
H -0.3026 -6.5883 -0.1884 0.300
H -1.2759 -7.9876 -0.6857 0.392
H -0.9520 -7.6767 1.0254 0.337
H 1.1255 -8.4335 -1.0902 0.349
H 0.5380 -9.5242 0.1541 0.332


(6)
13
Properties=species:S:1:pos:R:3:nbo_charge:R:1 method="wB97M-V/def2-TZVPD" relative_energy_kcal_mol=54.3 orbital_gap_ev=10.48 lumo_ev=0.3 total_charge=0 e_homo_ev=-10.2
H 0.1900 -1.1366 -1.7301 0.353
N -0.2224 -1.7711 -1.0417 -0.521
C -0.3105 -0.7120 -0.3505 0.180
C 0.1321 0.6817 -0.9401 -0.527
C 0.5200 1.3344 0.3593 -0.068
O -0.3608 0.7917 1.3580 -0.475
C -0.7270 -0.4790 1.0575 0.471
N -1.3161 -1.2231 1.8893 -0.614
H -1.5123 -2.1278 1.4597 0.355
H -0.7199 1.1629 -1.4445 0.233
H 0.9699 0.7225 -1.6758 0.230
H 0.4033 2.4128 0.3781 0.203
H 1.5556 1.0646 0.6057 0.180